Entry 1:
C36H50IrN2O2PSeSi3 | wB97M-V/def2-TZVPD

As for the total energy: -146326.166 eV. The LUMO energy (spin up / spin down) is 0.51 / -1.94 eV. The spin multiplicity is 5. The max |F| is 0.83 eV/Å. For the energy above the lowest of the compared OMol25 structures with the same formula, charge and spin, the calculation gives 0.765 eV. For the frontier orbital gap (spin up / spin down), the calculation gives 5.65 / 5.82 eV. For the HOMO energy (spin up / spin down), the calculation gives -5.1 / -7.8 eV.

Each line ends with the Mulliken charge.
Element x y z (Å)
Ir 0.14656 -0.22039 -0.18587  1.302
C -0.43772 -2.59318 2.59683  -1.356
Si 0.69806 -2.10367 1.16876  1.552
C 0.83401 -3.66331 0.10132  -1.346
C 2.41250 -1.89218 1.93396  0.121
C 2.89580 -2.71547 2.95579  -0.719
C 4.18450 -2.56666 3.43563  -0.624
C 5.01559 -1.58659 2.90042  -0.758
C 4.54620 -0.76587 1.89019  -0.703
C 3.24567 -0.91004 1.39873  0.513
Si 2.53487 0.12926 0.00308  0.530
C 2.98446 1.92286 0.38534  -1.144
C 3.50399 -0.34641 -1.53878  -0.521
H -0.29757 -3.66458 2.77358  0.618
H -1.49699 -2.43809 2.39408  0.280
H -0.18176 -2.06229 3.51321  0.334
H 1.40362 -4.40657 0.66576  0.465
H 1.34788 -3.48513 -0.84342  0.244
H -0.15210 -4.08136 -0.10981  0.248
H 2.25653 -3.47840 3.38844  0.370
H 4.54924 -3.21158 4.22607  0.411
H 6.02604 -1.46953 3.27276  0.395
H 5.20252 -0.00181 1.48413  0.357
H 4.07620 1.99750 0.33683  0.627
H 2.67080 2.22271 1.38458  0.169
H 2.55492 2.61692 -0.33372  0.192
H 4.57145 -0.34561 -1.30050  0.449
H 3.32728 0.35707 -2.35111  -0.267
H 3.23467 -1.34468 -1.87925  0.074
O -0.61620 -2.28065 -2.20971  -0.217
N -1.16733 -1.67681 -1.05651  0.051
C -2.28829 -2.26548 -0.63429  -0.919
C -3.16396 -1.84940 0.38304  0.747
C -4.31796 -2.67549 0.57309  -1.131
C -5.33062 -2.34523 1.42156  -0.781
C -5.28257 -1.13707 2.14934  -0.811
C -4.17534 -0.33782 2.01562  -0.824
C -3.08439 -0.67208 1.19072  0.636
P -1.69126 0.44631 1.21628  0.944
C -1.02684 0.58303 2.91166  0.304
C 0.26779 1.08713 3.02759  0.672
C 0.88688 1.16952 4.26501  -0.872
C 0.21104 0.75353 5.40310  -0.862
C -1.08008 0.25690 5.29631  -0.565
C -1.69711 0.16803 4.05720  -0.794
C -2.50922 2.06311 0.97554  0.243
C -3.36903 2.19375 -0.11202  -0.829
C -3.99404 3.40167 -0.37521  -0.836
C -3.77183 4.49326 0.45265  -0.612
C -2.92565 4.36584 1.54535  -0.456
C -2.29514 3.15826 1.80502  -0.499
H -0.87569 -3.21335 -2.17425  0.290
H -2.60401 -3.14045 -1.19954  0.264
H -4.38254 -3.59077 -0.00412  0.372
H -6.18441 -3.00416 1.51700  0.393
H -6.09840 -0.84227 2.79461  0.426
H -4.14444 0.60132 2.55758  0.499
H 0.79435 1.40411 2.13409  -0.370
H 1.90162 1.54134 4.33468  0.479
H 0.69333 0.80665 6.37067  0.381
H -1.60558 -0.08231 6.17975  0.395
H -2.68574 -0.26331 3.98741  0.377
H -3.55166 1.34076 -0.75651  0.435
H -4.66245 3.48692 -1.22257  0.412
H -4.26377 5.43686 0.25206  0.417
H -2.76205 5.20853 2.20674  0.455
H -1.63542 3.07219 2.65906  0.474
C 2.14402 1.40511 -4.90424  -1.172
Si 0.81451 0.16117 -4.45903  0.636
C -0.60853 0.29987 -5.66411  -1.206
C 1.45527 -1.58790 -4.45192  -0.794
Se -0.02614 0.87985 -2.42658  -0.486
H 2.43000 1.24894 -5.94815  0.385
H 3.03470 1.29560 -4.28845  0.369
H 1.78603 2.43050 -4.80440  0.296
H -0.24423 0.13336 -6.68154  0.366
H -1.07411 1.28500 -5.62338  0.296
H -1.37641 -0.44418 -5.45018  0.296
H 1.72561 -1.86835 -5.47394  0.440
H 0.68809 -2.27198 -4.09463  0.089
H 2.33394 -1.70197 -3.82295  0.282
C -0.05159 6.54601 -0.49926  -1.149
N -0.23115 5.11300 -0.62175  0.457
C -0.95667 4.60636 -1.77139  -0.696
C 0.23133 4.24107 0.31140  0.395
C 0.87010 4.84260 1.54206  -1.563
O 0.10329 3.03056 0.19096  0.001
H -0.55563 7.02699 -1.33429  0.393
H 1.00130 6.83485 -0.53444  0.327
H -0.48852 6.93591 0.42282  0.351
H -1.86315 5.19522 -1.92067  0.462
H -1.23005 3.57182 -1.58725  -0.144
H -0.34887 4.65405 -2.67959  0.334
H 0.12646 5.40696 2.10873  0.342
H 1.68725 5.52140 1.29679  0.495
H 1.24592 4.03160 2.15901  0.093

=====

Entry 2:
C36H50N5P2Pb | wB97M-V/def2-TZVPD

As for the total energy: -69414.047 eV. The LUMO energy is -2.40 eV. The spin multiplicity is 1. The max |F| is 0.41 eV/Å. For the energy above the lowest of the compared OMol25 structures with the same formula, charge and spin, the calculation gives 0.112 eV. As for the charge: +1. For the frontier orbital gap, the calculation gives 6.83 eV. For the HOMO energy, the calculation gives -9.2 eV.

Each line ends with the Mulliken charge.
Element x y z (Å)
Pb -0.21791 -0.41284 -0.71670  0.764
C -1.57141 -2.80744 3.65848  -1.670
C -1.79921 -1.98382 2.39257  0.503
C -1.51707 -0.50567 2.67347  -1.345
P -0.82224 -2.50979 0.91414  0.811
C -1.64885 -3.96958 0.13540  0.879
C -0.62716 -4.73211 -0.71078  -1.697
C -2.38815 -4.91523 1.07970  -1.510
C 0.83457 -2.98133 1.40065  -0.354
C 1.06759 -4.08177 2.24197  0.276
C 2.33355 -4.48982 2.60086  0.378
C 2.56883 -5.66747 3.50462  -1.763
C 3.40292 -3.74592 2.08320  -1.036
C 3.21626 -2.67398 1.24461  -0.360
C 1.92078 -2.26137 0.85322  0.016
N 1.73768 -1.22075 -0.01620  -0.462
C 2.84353 -0.40935 -0.38686  -0.795
C 3.25472 0.63020 0.45521  1.430
C 2.59053 0.82269 1.79047  -0.973
C 4.29281 1.45890 0.04735  -1.222
C 4.93291 1.28174 -1.17430  0.541
C 6.03818 2.20453 -1.60949  -1.505
C 4.51725 0.23361 -1.98640  -1.115
C 3.48437 -0.61822 -1.61128  1.219
C 3.07430 -1.76725 -2.48966  -0.944
H -2.20592 -2.42073 4.45802  0.519
H -0.53464 -2.72980 3.98652  0.333
H -1.80865 -3.86136 3.52733  0.308
H -2.84337 -2.08928 2.07453  0.670
H -0.44894 -0.33461 2.83550  0.205
H -2.04291 -0.18785 3.57542  0.566
H -1.83510 0.13435 1.84765  0.064
H -2.38831 -3.51750 -0.53524  0.183
H 0.05264 -5.29529 -0.07141  0.360
H -0.01527 -4.07195 -1.32718  0.243
H -1.14269 -5.43531 -1.36672  0.478
H -1.69950 -5.43139 1.74937  0.248
H -2.89957 -5.67978 0.49192  0.475
H -3.14004 -4.40632 1.68249  0.371
H 0.22015 -4.63747 2.62664  0.100
H 1.63445 -6.17837 3.73672  0.346
H 3.02234 -5.36142 4.44920  0.349
H 3.23923 -6.39407 3.04318  0.369
H 4.41709 -4.03074 2.34238  0.422
H 4.07407 -2.13975 0.85705  0.582
H 1.52132 1.02298 1.67674  -0.001
H 3.04076 1.65617 2.32936  0.451
H 2.67952 -0.07125 2.41232  0.270
H 4.62195 2.25404 0.70877  0.390
H 6.58234 2.60207 -0.75319  0.391
H 5.64230 3.05356 -2.17122  0.279
H 6.74982 1.69037 -2.25474  0.385
H 5.02035 0.06390 -2.93242  0.437
H 3.75341 -1.86988 -3.33470  0.468
H 2.06446 -1.63292 -2.88581  -0.047
H 3.06857 -2.70554 -1.93222  0.208
C -0.96142 -1.60549 -2.72118  -1.356
C -2.02399 -0.65608 -2.97308  0.293
C -1.80337 0.48627 -3.77504  -0.801
C -2.67965 1.54498 -3.76794  -0.338
C -3.81981 1.50859 -2.95051  0.010
C -4.10746 0.35315 -2.22134  -0.596
C -3.23527 -0.71338 -2.25269  -0.313
C -4.53396 2.71817 -2.69654  0.147
N -4.95923 3.74907 -2.39634  -0.711
H -0.16507 -1.61432 -3.45984  0.652
H -1.28047 -2.60551 -2.45033  0.435
H -0.90661 0.53754 -4.38000  0.448
H -2.48213 2.41862 -4.37772  0.621
H -4.99775 0.31246 -1.60682  0.480
H -3.46003 -1.59816 -1.66931  0.422
C -2.99030 5.55324 0.33825  -0.754
N -2.93226 4.39204 -0.64522  0.212
C -1.95472 4.76436 -1.75768  -0.740
N -0.67761 5.09607 -1.23358  0.203
C -0.79838 6.19426 -0.27767  -0.894
N -1.69403 5.87492 0.83059  0.134
C -1.14139 4.82082 1.69104  -1.103
P -0.83900 3.20330 0.82067  0.576
C -2.52281 3.11725 0.03197  -0.018
C 0.00827 3.93179 -0.66408  -0.812
H -3.66411 5.25915 1.14240  0.413
H -3.41576 6.39265 -0.21247  0.347
H -3.85695 4.25323 -1.09232  0.482
H -2.40354 5.61642 -2.26906  0.285
H -1.90849 3.90889 -2.42871  0.350
H -1.18548 7.07049 -0.80080  0.318
H 0.18705 6.43217 0.11966  0.378
H -1.81602 4.65544 2.53408  0.448
H -0.19824 5.17457 2.11204  0.424
H -3.28129 2.88507 0.78165  0.627
H -2.53476 2.32667 -0.72162  -0.667
H 0.09034 3.15491 -1.42886  0.395
H 1.02707 4.21355 -0.39211  0.514